Formula: C4H10NP3
Source: OMol25
Level of theory: ωB97M-V/def2-TZVPD

Positions of all 18 atoms, in Å:
C 1.288 0.098 -0.509
C -1.267 0.092 -0.427
C 1.476 -1.213 0.321
C 0.024 0.642 -0.826
N -1.747 0.589 0.652
P 2.690 0.888 -1.217
P -2.033 -1.311 -1.344
P -0.295 2.210 1.419
H 2.414 -1.227 0.898
H 1.406 -2.104 -0.364
H 0.648 -1.203 1.074
H -0.267 1.314 -1.586
H -2.688 0.147 0.926
H 1.823 1.800 -1.690
H -2.599 -2.063 -0.376
H -0.994 -2.199 -1.493
H 1.005 1.685 1.911
H -0.884 1.854 2.629

Atomic forces in eV per Å
1.046 -0.416 -0.996
0.694 -1.180 2.186
-1.289 0.926 -0.188
-0.374 -0.987 1.572
-2.371 -1.081 0.094
0.188 -1.477 1.309
-0.474 1.292 -1.770
1.258 -0.477 -0.692
-0.251 0.075 -0.546
0.034 0.831 0.838
0.558 -0.514 -0.532
1.100 1.142 -1.157
1.401 0.759 -0.183
-0.528 1.585 -1.092
-0.653 -0.423 1.402
0.956 -0.119 -0.028
-0.911 0.249 -0.625
-0.384 -0.185 0.409

Values from the calculation:
- HOMO level (spin up / spin down) (hartree) = -0.26468 / -0.24192
- DFT total energy (a.u.) = -1237.01541
- ΔE to the lowest compared entry with this formula, charge and spin (kcal/mol) = 45.8
- multiplicity = 1
- maximum force (eV/Å) = 2.61

***

Formula: C4H10NS
Source: OMol25
Level of theory: ωB97M-V/def2-TZVPD

Positions of all 16 atoms, in Å:
C -2.969 -1.106 -0.809
S -1.722 0.212 -0.965
H -3.909 -0.723 -0.396
H -3.195 -1.590 -1.766
H -2.630 -1.899 -0.125
N 1.724 -0.092 -1.136
C 1.523 -0.343 0.283
C 0.687 1.705 1.424
C 1.706 0.923 1.090
H 0.923 0.401 -1.520
H 1.816 -0.958 -1.649
H 2.274 -1.074 0.599
H 0.530 -0.736 0.517
H 0.837 2.601 2.018
H -0.313 1.484 1.060
H 2.719 1.195 1.376

Atomic forces in eV per Å
-0.011 -0.225 0.247
-0.131 0.113 -0.109
0.020 -0.011 -0.090
-0.003 0.070 0.000
-0.040 0.106 -0.122
0.578 0.317 -0.221
0.081 0.120 0.270
0.028 0.077 -0.040
-0.051 -0.110 -0.069
-0.187 -0.227 0.140
-0.210 -0.054 0.048
-0.007 -0.016 0.038
-0.093 -0.066 -0.175
0.026 0.019 -0.091
-0.041 -0.095 0.158
0.040 -0.016 0.015

Values from the calculation:
- HOMO level (hartree) = -0.08810
- DFT total energy (a.u.) = -611.34104
- ΔE to the lowest compared entry with this formula, charge and spin (kcal/mol) = 15.5
- multiplicity = 1
- maximum force (eV/Å) = 0.70
- charge = -1

***

Formula: C4H10NS
Source: OMol25
Level of theory: ωB97M-V/def2-TZVPD

Positions of all 16 atoms, in Å:
C -0.524 1.755 0.346
N 0.631 0.918 0.573
C 0.585 -0.476 0.104
C 0.318 -0.570 -1.393
C -0.416 -1.286 0.910
S -0.248 -3.087 0.661
H -1.418 1.253 0.712
H -0.686 2.029 -0.708
H -0.391 2.705 0.868
H 1.484 1.421 0.389
H 1.590 -0.872 0.272
H 1.139 -0.103 -1.946
H 0.275 -1.612 -1.693
H -0.608 -0.060 -1.684
H -1.434 -1.020 0.629
H -0.295 -0.994 1.960

Atomic forces in eV per Å
0.277 0.116 -0.301
-0.181 0.222 0.719
0.121 0.517 -0.431
0.263 0.129 -0.258
0.091 -0.334 0.191
0.073 -0.070 0.098
-0.058 0.091 0.050
-0.157 -0.129 -0.116
-0.107 -0.051 0.220
0.125 -0.246 -0.297
-0.124 -0.153 0.200
0.004 0.113 -0.055
-0.182 -0.162 0.030
-0.011 -0.150 0.088
-0.174 0.251 -0.125
0.041 -0.143 -0.013

Values from the calculation:
- HOMO level (hartree) = -0.08031
- DFT total energy (a.u.) = -611.36167
- ΔE to the lowest compared entry with this formula, charge and spin (kcal/mol) = 2.6
- multiplicity = 1
- SMILES = CN[C@H](C)C[S-]
- maximum force (eV/Å) = 0.77
- charge = -1

***

Formula: C4H10NS
Source: OMol25
Level of theory: ωB97M-V/def2-TZVPD

Positions of all 16 atoms, in Å:
C 2.135 -1.313 -0.110
N 2.232 0.094 0.270
C 1.164 0.538 1.176
C -0.292 0.172 0.813
C -0.674 0.487 -0.635
S -2.458 0.164 -0.937
H 1.495 -1.839 0.597
H 1.763 -1.442 -1.120
H 3.113 -1.787 -0.021
H 2.255 0.680 -0.551
H 1.422 0.143 2.172
H 1.223 1.620 1.301
H -0.554 -0.846 1.091
H -0.902 0.829 1.443
H -0.374 1.528 -0.811
H -0.133 -0.176 -1.314

Atomic forces in eV per Å
0.392 0.254 0.443
-0.061 0.180 0.188
0.010 -0.402 0.218
0.355 0.758 0.111
-0.403 -0.576 0.394
0.174 0.283 -0.028
-0.216 -0.028 -0.152
-0.225 -0.224 -0.146
0.188 -0.091 -0.182
-0.165 -0.035 -0.069
-0.188 -0.056 -0.083
0.179 0.129 -0.286
0.018 -0.168 -0.158
-0.194 -0.212 0.046
-0.130 -0.035 -0.271
0.266 0.223 -0.022

Values from the calculation:
- HOMO level (hartree) = -0.08250
- DFT total energy (a.u.) = -611.35531
- ΔE to the lowest compared entry with this formula, charge and spin (kcal/mol) = 6.6
- multiplicity = 1
- SMILES = CNCCC[S-]
- maximum force (eV/Å) = 0.84
- charge = -1

***

Formula: C4H10NS
Source: OMol25
Level of theory: ωB97M-V/def2-TZVPD

Positions of all 16 atoms, in Å:
C 1.325 -0.739 -0.439
C -0.785 -0.311 0.528
C 2.688 -0.306 -0.280
C -3.150 0.853 -0.085
N 0.260 -1.319 0.394
S -2.266 -0.747 -0.367
H 0.760 -0.554 -1.323
H -0.707 0.715 0.783
H 2.835 0.519 -0.896
H 3.412 -1.128 -0.373
H 2.858 0.032 0.731
H -2.902 1.598 -0.954
H -2.869 1.149 0.900
H -4.195 0.618 -0.116
H 0.020 -2.079 -0.187
H 0.520 -1.715 1.318

Atomic forces in eV per Å
-1.754 0.064 -1.325
-2.817 -1.870 -1.835
0.183 -1.399 2.613
0.877 0.240 -2.487
1.992 1.325 2.543
1.197 1.079 0.990
0.311 0.326 -0.971
1.180 0.488 0.486
0.678 1.144 -1.398
0.013 0.218 -0.551
0.128 0.312 0.567
-0.332 -1.332 1.928
0.070 0.636 0.498
-0.517 -0.064 0.005
-1.327 -1.426 -0.559
0.118 0.260 -0.503

Values from the calculation:
- HOMO level (spin up / spin down) (hartree) = -0.47825 / -0.45071
- DFT total energy (a.u.) = -610.93606
- ΔE to the lowest compared entry with this formula, charge and spin (kcal/mol) = 104.9
- multiplicity = 1
- maximum force (eV/Å) = 3.85
- charge = +1

***

Formula: C4H10NS
Source: OMol25
Level of theory: ωB97M-V/def2-TZVPD

Positions of all 16 atoms, in Å:
C -2.156 -1.315 1.041
C -2.341 0.040 0.391
C -1.195 -0.820 0.059
C 2.399 0.622 0.467
N 2.566 1.647 -0.585
S 0.720 -0.087 0.813
H -1.918 -1.331 2.091
H -2.768 -2.150 0.720
H -3.103 0.204 -0.357
H -2.185 0.899 1.030
H -0.990 -1.251 -0.903
H 3.021 -0.242 0.240
H 3.516 2.017 -0.434
H 2.498 1.309 -1.560
H 1.893 2.408 -0.441
H 0.161 1.079 1.177

Atomic forces in eV per Å
-0.066 -0.273 0.240
-0.096 0.134 -0.118
2.161 1.092 -0.450
-1.700 -1.446 0.551
-0.052 0.031 -0.629
-0.423 0.342 0.303
0.099 0.101 0.197
0.046 -0.006 0.008
-0.011 -0.078 -0.075
0.060 0.003 0.149
-0.143 -0.127 -0.131
0.174 0.109 -0.098
-0.318 0.091 -0.197
0.034 0.296 0.248
0.299 -0.084 -0.130
-0.066 -0.186 0.133

Values from the calculation:
- HOMO level (hartree) = -0.45408
- DFT total energy (a.u.) = -610.93020
- ΔE to the lowest compared entry with this formula, charge and spin (kcal/mol) = 108.6
- multiplicity = 1
- maximum force (eV/Å) = 2.46
- charge = +1

***

Formula: C4H10O
Source: OMol25
Level of theory: ωB97M-V/def2-TZVPD

Positions of all 15 atoms, in Å:
C -0.893 1.341 -0.666
C -1.204 0.117 0.171
C 0.121 -0.629 0.346
C 1.176 0.015 1.079
O 0.718 -0.888 -0.908
H -1.830 1.966 -0.757
H -0.470 0.955 -1.600
H -0.186 1.933 -0.119
H -1.983 -0.527 -0.216
H -1.446 0.433 1.158
H -0.069 -1.630 0.856
H 2.011 -0.750 1.187
H 1.728 0.881 0.391
H 1.087 0.375 2.137
H 0.204 -1.592 -1.359

Atomic forces in eV per Å
-1.947 0.089 -0.219
1.496 0.238 0.258
-2.112 -2.603 -0.154
5.204 2.454 0.763
-0.324 -1.305 -1.312
1.079 -0.619 -0.450
-0.253 0.833 -0.029
0.518 0.412 -0.034
-0.141 -0.113 -0.223
-0.756 0.172 0.915
-0.064 0.968 -0.436
-0.840 0.836 -0.264
-1.615 -2.005 1.902
-0.746 -0.076 -1.096
0.500 0.719 0.377

Values from the calculation:
- HOMO level (hartree) = -0.37015
- DFT total energy (a.u.) = -233.60575
- ΔE to the lowest compared entry with this formula, charge and spin (kcal/mol) = 24.6
- multiplicity = 1
- SMILES = CC[C@H](C)O
- maximum force (eV/Å) = 5.80

***

Formula: C4H10O
Source: OMol25
Level of theory: ωB97M-V/def2-TZVPD

Positions of all 15 atoms, in Å:
C 0.506 0.125 -2.158
C 0.649 -0.257 -0.677
C -0.313 0.450 0.276
C -0.390 -0.274 1.609
O -1.226 0.466 2.477
H -0.360 0.767 -2.347
H 1.389 0.639 -2.545
H 0.375 -0.780 -2.750
H 0.499 -1.340 -0.585
H 1.677 -0.067 -0.353
H -1.318 0.497 -0.163
H 0.003 1.485 0.452
H -0.781 -1.293 1.442
H 0.624 -0.384 2.031
H -1.333 -0.038 3.291

Atomic forces in eV per Å
-0.034 0.007 -0.094
0.097 -0.069 0.042
-0.012 0.037 -0.023
0.263 -0.189 -0.319
-0.114 -0.103 0.294
0.095 -0.079 0.098
-0.096 0.000 0.073
-0.008 0.086 -0.158
0.008 0.117 0.054
-0.087 -0.075 0.046
0.116 -0.052 0.088
-0.049 -0.111 -0.039
0.015 0.217 0.068
-0.170 0.068 -0.047
-0.022 0.147 -0.084

Values from the calculation:
- HOMO level (hartree) = -0.37859
- DFT total energy (a.u.) = -233.62831
- ΔE to the lowest compared entry with this formula, charge and spin (kcal/mol) = 10.4
- multiplicity = 1
- SMILES = CCCCO
- maximum force (eV/Å) = 0.45

***

- DFT total energy of number 1 (C4H10NP3)?
  -1237.01541 a.u.

***

- Number 5 is which compound?
  C4H10NS

***

- Number 3 is which compound?
  C4H10NS

***

- ΔE to the lowest compared entry with this formula, charge and spin of number 3 (C4H10NS)?
  2.6 kcal/mol